No. 1
The following is a DFT calculation (ωB97M-V with the def2-TZVPD basis set) of a structure of composition C3HF2N2O6S at a distorted geometry.

Geometry as XYZ:
```
15
Properties=species:S:1:pos:R:3:forces:R:3
C -2.284262 0.001109 0.238727 1.592 1.311 -0.429
C -1.019611 0.577790 0.028061 4.116 -2.518 -0.645
C 0.070884 -1.114785 -0.245288 -1.196 1.421 -0.482
N -3.169096 -0.689890 0.314663 -2.925 -1.703 0.403
N -0.348548 1.064560 1.302563 -0.100 1.321 -1.188
O 2.069369 0.210947 0.715045 0.665 -1.013 -0.903
O -0.306375 0.411434 2.281282 -0.916 -2.223 1.970
O 0.183994 2.123677 1.197296 0.549 1.943 -0.416
O 1.688770 0.520024 -1.644014 0.208 -0.600 -0.354
O 2.517093 -1.711131 -0.844453 0.559 0.715 -0.196
O -0.797960 1.408319 -0.999985 -2.046 0.314 0.009
F 0.032272 -1.874396 0.845527 -0.056 0.411 -0.374
F -0.596904 -1.834063 -1.228285 1.039 1.277 0.995
S 1.873716 -0.450387 -0.568266 -2.252 -0.117 1.276
H 0.086658 1.356790 -1.392872 0.764 -0.540 0.333
```
Forces are in eV/Å.

The HOMO energy is -0.2305 Ha. The charge is -1. For the LUMO energy, the calculation gives 3.4 eV. Its spin multiplicity is 1.

No. 2
The following is a DFT calculation (ωB97M-V with the def2-TZVPD basis set) of a structure of composition C6H15ClErI2O2PS at a distorted geometry.

Geometry as XYZ:
```
29
Properties=species:S:1:pos:R:3:forces:R:3
I 1.943239 -4.183993 -1.458465 -0.744 0.361 0.401
I -0.705356 -4.258494 -0.766368 0.808 0.442 -0.071
Er 0.818411 -1.118637 0.039078 0.488 1.162 -0.304
P -0.008797 0.557175 -2.313054 0.339 0.109 -0.643
C -1.586434 0.764792 -3.208441 -0.676 -0.127 0.056
C 0.868266 2.096313 -2.697557 0.475 0.449 0.344
H 1.889431 -0.812464 -2.955485 0.165 0.177 0.151
H 0.978334 -0.386305 -4.368025 -0.144 0.192 -0.025
H 0.407298 -1.646645 -3.308359 -0.320 -0.062 0.054
C 0.871780 -0.660696 -3.318135 0.511 -0.598 -0.457
H 1.869300 2.067846 -2.271543 0.073 -0.090 0.129
H 0.992253 2.328883 -3.756767 -0.293 -0.438 -0.102
H -1.510729 1.022432 -4.275163 0.586 -0.062 0.336
H -2.193597 1.554365 -2.762533 0.092 0.006 0.176
H 0.366561 2.952256 -2.253629 -0.170 0.012 0.160
H -2.181515 -0.148076 -3.174865 0.012 -0.107 0.134
C -2.379578 -0.060532 -0.146558 -4.241 -0.255 1.228
O -3.512639 -0.022052 0.077983 4.165 -0.007 -0.929
Cl 3.074458 0.038657 -0.174402 -1.673 -0.949 0.275
C -0.419470 1.200747 3.941237 -0.393 0.580 -0.478
S 0.813893 0.085412 3.271058 -0.206 0.251 0.681
C 0.870792 -1.177033 4.524399 -0.614 -1.946 -1.740
O 0.092258 -0.659441 2.086408 0.609 0.021 -0.691
H -0.123600 1.638884 4.889600 0.537 -0.304 0.199
H -1.395382 0.742834 4.077445 0.046 -0.370 -0.147
H -0.507277 2.055048 3.260009 0.039 -0.305 -0.088
H -0.119051 -1.624283 4.685551 0.100 0.331 -0.169
H 1.520898 -1.969765 4.097444 -0.300 0.454 0.205
H 1.283452 -0.917526 5.447736 0.731 1.072 1.315
```
Forces are in eV/Å.

The HOMO energy (spin up / spin down) is -0.5890 / -0.5887 Ha. The charge is +2. For the LUMO energy (spin up / spin down), the calculation gives -8.8 / -8.8 eV. Its spin multiplicity is 4.

spin multiplicity of number 1 (C3HF2N2O6S)?
1